ORCA calculation (the ωB97M-V functional and the def2-TZVPD basis) on a 2-piece molecular cluster, C16H22N2O3 overall.

Values from the calculation:
* relative energy (zero: lowest compared OMol25 entry of this formula, charge and spin): 388.92 kJ/mol
* frontier orbital gap: 6.79 eV

Cartesian coordinates (Å):
H 2.733 0.386 1.750
H 0.582 -3.900 2.351
C -1.610 -0.163 2.733
C 0.699 -2.983 2.927
C -3.882 0.501 3.384
C 2.621 1.459 1.522
H -0.654 -3.907 4.377
H 3.702 3.025 0.536
H -0.368 -1.105 5.225
H -2.530 2.063 6.688
C 3.719 1.934 0.608
H -1.847 -1.943 4.741
H -1.765 -0.073 1.654
H 0.746 -3.108 5.093
H -4.209 0.081 2.425
C -1.511 3.519 -0.264
H -4.998 1.855 6.297
C -0.804 -1.750 4.446
C 0.010 -3.043 4.292
C -4.295 1.513 5.541
C -2.916 1.617 5.772
H 1.762 -2.776 3.062
H 3.642 1.501 -0.394
O -2.483 3.246 1.902
H -2.237 3.108 -0.967
H -0.928 1.261 4.929
H 4.681 1.643 1.037
C -4.776 0.980 4.336
C -1.677 2.825 1.060
N -0.768 -1.089 3.127
C -2.011 1.148 4.825
H 0.825 -1.136 1.713
N -0.925 1.716 1.160
H -0.553 -2.158 1.312
C 0.080 -1.821 2.149
H -0.519 3.337 -0.676
C 0.290 1.807 1.753
H 2.602 2.023 2.460
H -5.846 0.951 4.123
O 1.333 1.635 0.870
H -1.670 4.590 -0.155
O 0.501 1.935 2.972
C -2.496 0.530 3.650

Charges per atom according to Mulliken partitioning, unit e: 0.13 0.32 -1.44 -0.55 -0.07 0.04 0.29 0.31 0.28 0.38 -1.30 0.31 0.70 0.30 0.38 -1.05 0.39 -0.51 -0.59 -0.36 -0.86 0.30 0.31 -0.64 0.24 0.55 0.40 -0.69 0.37 0.40 -0.09 -0.01 -0.21 0.37 -0.34 0.28 0.81 0.32 0.37 -0.42 0.36 -0.68 0.89

=====

ORCA calculation (the ωB97M-V functional and the def2-TZVPD basis) on C16H22N2RuSbSe4Te as an isolated structure.

Values from the calculation:
* total charge: +1
* relative energy (zero: lowest compared OMol25 entry of this formula, charge and spin): 231.45 kJ/mol
* spin multiplicity: 5
* frontier orbital gap (spin up / spin down): 4.27 / 5.04 eV

Cartesian coordinates (Å):
H 5.211 11.102 7.930
H 6.524 11.439 11.466
C 8.249 4.330 12.640
H 8.026 12.890 4.287
C 8.504 12.086 6.203
C 4.838 10.922 14.406
H 5.056 7.779 13.091
C 9.190 5.077 11.850
C 7.483 12.853 6.980
H 5.793 12.680 13.498
H 4.054 9.035 15.120
H 5.882 12.925 5.596
C 5.148 8.852 13.189
C 7.504 6.807 11.474
H 7.582 13.923 6.831
H 7.706 12.759 8.060
C 5.507 11.667 13.379
H 9.259 11.703 4.276
H 8.483 3.416 13.184
Se 4.968 7.542 9.482
H 10.258 4.737 11.747
H 8.679 11.096 6.639
Sb 5.683 7.352 7.080
C 8.813 6.327 11.337
N 5.394 11.233 6.898
H 4.424 11.377 15.321
C 6.913 4.848 12.720
H 7.976 10.146 3.860
H 9.598 6.989 10.950
Te 7.069 8.793 10.498
Se 5.902 5.288 5.892
Se 7.935 8.272 6.867
H 9.501 12.572 6.377
H 6.141 4.392 13.424
N 7.357 10.798 4.377
Ru 6.300 9.617 5.891
H 5.417 13.308 7.343
C 8.270 11.936 4.705
H 4.455 11.260 6.540
C 4.658 9.556 14.311
C 6.046 10.952 12.318
Se 4.207 8.712 5.424
C 5.975 12.624 6.670
H 5.504 6.304 11.998
C 5.877 9.535 12.239
H 6.646 11.078 3.705
C 6.561 6.054 12.095

Charges per atom according to Mulliken partitioning, unit e: 0.16 0.29 -0.45 0.35 -0.08 -0.27 0.14 -0.53 -0.68 0.40 0.30 0.35 0.10 0.56 0.36 0.31 -0.84 0.37 0.39 -0.23 0.33 -0.02 1.15 -0.53 -0.43 0.34 -0.63 0.33 0.35 0.25 -0.47 -0.43 0.39 0.29 -0.47 0.45 0.41 -0.76 0.42 -0.62 -0.47 -0.35 -0.71 0.34 0.63 0.29 -0.07